Below is a 9-piece molecular cluster, C25H68N2O9 overall at a distorted geometry, with properties calculated with ωB97M-V/def2-TZVPD.

Geometry (Å):
N1 1.354 0.328 -0.596
C1 0.519 -0.083 0.397
N2 0.164 -1.370 0.269
O1 0.158 0.704 1.291
H1 1.432 -0.199 -1.448
H2 1.708 1.267 -0.530
H3 -0.701 -1.634 0.721
H4 0.490 -1.875 -0.545
C2 2.433 5.271 -4.589
C3 2.297 4.174 -3.542
C4 0.870 3.700 -3.334
O2 3.121 3.075 -4.004
H5 3.442 5.455 -4.948
H6 1.866 6.147 -4.250
H7 1.866 5.019 -5.494
H8 2.684 4.444 -2.553
H9 0.891 2.826 -2.686
H10 0.462 3.489 -4.325
H11 0.245 4.454 -2.858
H12 4.033 3.358 -4.072
C5 -2.257 -0.523 3.952
C6 -3.105 -0.841 2.737
C7 -4.426 -0.130 2.705
O3 -2.393 -0.652 1.512
H13 -2.749 -0.838 4.873
H14 -2.204 0.572 3.994
H15 -1.270 -0.981 3.926
H16 -3.314 -1.922 2.810
H17 -5.042 -0.551 1.909
H18 -4.432 0.955 2.577
H19 -4.927 -0.293 3.666
H20 -1.573 -0.159 1.708
C8 1.311 -3.297 -4.557
C9 1.784 -3.135 -3.098
C10 3.123 -2.417 -2.996
O4 0.793 -2.361 -2.366
H21 0.322 -2.864 -4.707
H22 1.162 -4.346 -4.835
H23 2.030 -2.929 -5.288
H24 1.817 -4.110 -2.608
H25 3.480 -2.234 -1.987
H26 3.017 -1.430 -3.454
H27 3.806 -3.003 -3.611
H28 0.015 -2.931 -2.433
C11 3.773 -2.602 1.016
C12 3.365 -3.174 2.354
C13 1.852 -3.075 2.583
O5 3.641 -4.590 2.362
H29 3.609 -1.523 0.986
H30 3.208 -3.056 0.202
H31 4.834 -2.789 0.842
H32 3.818 -2.706 3.234
H33 1.616 -2.027 2.821
H34 1.509 -3.730 3.378
H35 1.287 -3.163 1.654
H36 3.888 -4.838 3.256
C14 0.967 0.857 4.910
C15 2.320 0.116 4.797
C16 2.972 0.424 3.482
O6 3.114 0.425 5.936
H37 0.236 0.316 5.513
H38 0.487 0.876 3.926
H39 1.130 1.875 5.258
H40 2.089 -0.942 4.931
H41 2.534 0.162 2.520
H42 3.989 0.013 3.409
H43 3.193 1.491 3.347
H44 3.543 1.279 5.816
C17 1.473 5.392 2.383
C18 0.720 4.068 2.536
C19 -0.702 4.265 2.007
O7 1.409 3.025 1.851
H45 1.452 5.652 1.326
H46 2.501 5.228 2.711
H47 0.975 6.138 2.996
H48 0.639 3.694 3.564
H49 -1.148 5.131 2.508
H50 -1.350 3.415 2.220
H51 -0.694 4.572 0.959
H52 0.824 2.239 1.864
C20 -6.227 -2.078 -0.760
C21 -5.074 -2.758 -0.026
C22 -5.164 -4.272 -0.333
O8 -3.817 -2.282 -0.469
H53 -6.381 -1.014 -0.577
H54 -7.165 -2.622 -0.629
H55 -6.039 -2.184 -1.834
H56 -5.202 -2.703 1.057
H57 -5.568 -4.854 0.501
H58 -4.162 -4.683 -0.466
H59 -5.776 -4.537 -1.196
H60 -3.425 -1.787 0.269
C23 -2.143 -0.423 -3.066
C24 -1.310 0.142 -4.186
C25 -1.942 1.419 -4.783
O9 -0.043 0.577 -3.665
H61 -2.633 0.300 -2.417
H62 -1.535 -1.126 -2.493
H63 -2.944 -1.053 -3.465
H64 -1.101 -0.575 -4.988
H65 -2.971 1.251 -5.119
H66 -1.405 1.609 -5.717
H67 -1.877 2.208 -4.043
H68 0.525 0.874 -4.382

For the LUMO energy, the calculation gives 0.554 eV. Its spin multiplicity is 1. Its gap between HOMO and LUMO is 9.96 eV. The calculation puts the HOMO energy at -0.346 Ha. The charge is 0. As for the SMILES: NC(N)=O.CC(C)O.CC(C)O.CC(C)O.CC(C)O.CC(C)O.CC(C)O.CC(C)O.CC(C)O.

Atom charges from the Mulliken analysis, given in e for atoms 1 to 8: atom 1 (N): -0.053, atom 2 (C): 0.329, atom 3 (N): 0.441, atom 4 (O): -0.890, atom 5 (H): -0.103, atom 6 (H): 0.161, atom 7 (H): 0.227, atom 8 (H): 0.231

Below is C20H30BN10O6PPbS3 as an isolated structure, with properties calculated with ωB97M-V/def2-TZVPD.

Geometry (Å):
Pb1 0.194 -0.374 0.070
C1 2.187 -2.697 -3.500
C2 1.636 -2.669 -2.214
N1 1.605 -1.428 -1.749
N2 2.135 -0.638 -2.699
C3 2.491 -1.376 -3.763
B1 2.372 0.878 -2.467
N3 1.051 1.666 -2.436
C4 0.594 2.507 -3.377
C5 -0.629 2.998 -2.970
C6 -0.852 2.383 -1.734
N4 0.163 1.590 -1.422
N5 3.115 1.030 -1.118
C7 4.428 1.261 -0.958
C8 4.745 1.089 0.374
C9 3.528 0.730 0.965
N6 2.551 0.716 0.067
H1 2.355 -3.550 -4.133
H2 1.277 -3.483 -1.602
H3 2.944 -0.917 -4.625
H4 3.064 1.298 -3.354
H5 1.175 2.706 -4.262
H6 -1.263 3.697 -3.486
H7 -1.685 2.475 -1.057
H8 5.049 1.525 -1.797
H9 5.709 1.183 0.842
H10 3.328 0.425 1.981
O1 -2.485 -0.419 0.493
N7 -3.148 0.346 1.224
N8 -2.539 1.426 1.580
O2 -1.305 1.719 1.204
C10 -3.271 2.354 2.382
C11 -4.517 2.021 2.914
C12 -5.188 2.941 3.699
C13 -4.639 4.191 3.960
C14 -3.410 4.519 3.413
C15 -2.724 3.605 2.623
H11 -4.936 1.047 2.717
H12 -6.152 2.678 4.113
H13 -5.163 4.898 4.588
H14 -2.980 5.496 3.589
H15 -1.776 3.863 2.178
C16 3.272 2.459 4.137
N9 2.252 1.436 4.287
C17 1.130 1.420 3.595
N10 0.798 2.403 2.779
S1 -0.032 0.119 3.736
H16 4.090 2.224 4.811
H17 2.875 3.439 4.405
H18 3.657 2.488 3.115
H19 2.454 0.597 4.816
H20 1.481 3.092 2.508
H21 -0.030 2.248 2.175
C18 -3.921 -1.227 -2.210
P1 -2.256 -1.858 -2.455
C19 -2.145 -3.345 -1.439
C20 -2.187 -2.427 -4.164
O3 -1.175 -0.862 -2.186
H22 -4.666 -1.960 -2.520
H23 -4.034 -0.314 -2.794
H24 -4.036 -0.986 -1.153
H25 -3.087 -3.893 -1.448
H26 -1.919 -3.047 -0.413
H27 -1.347 -3.987 -1.812
H28 -2.934 -3.193 -4.373
H29 -1.187 -2.824 -4.342
H30 -2.342 -1.572 -4.823
O4 -0.258 -2.642 2.375
S2 1.143 -2.596 2.726
O5 1.947 -1.801 1.807
O6 1.740 -3.803 3.215
S3 1.082 -1.386 4.576

For the LUMO energy, the calculation gives 0.234 eV. Its spin multiplicity is 1. Its gap between HOMO and LUMO is 8.07 eV. The calculation puts the HOMO energy at -0.288 Ha. The charge is 0.

Atom charges from the Mulliken analysis, given in e for atoms 1 to 8: atom 1 (Pb): 1.765, atom 2 (C): -1.192, atom 3 (C): -0.585, atom 4 (N): 0.027, atom 5 (N): 0.309, atom 6 (C): -0.209, atom 7 (B): -0.141, atom 8 (N): -0.133

Below is C14H22BF2N6O3OsS2 as an isolated structure at a distorted geometry, with properties calculated with ωB97M-V/def2-TZVPD.

Geometry (Å):
Os1 0.561 0.041 -0.008
C1 -2.089 1.721 -4.369
N1 -1.099 0.844 -3.715
C2 -0.211 0.088 -4.623
C3 -1.055 0.666 -2.435
O1 -0.271 -0.182 -1.875
C4 -1.938 1.436 -1.510
O2 -1.533 1.042 -0.190
C5 -1.875 2.007 0.812
C6 -0.697 2.092 1.725
O3 0.192 1.176 1.598
N2 -0.596 3.030 2.607
C7 0.605 3.141 3.461
C8 -1.657 4.020 2.868
H1 -1.637 2.140 -5.264
H2 -2.399 2.539 -3.725
H3 -2.965 1.146 -4.670
H4 0.230 0.782 -5.335
H5 -0.791 -0.651 -5.174
H6 0.571 -0.408 -4.061
H7 -2.987 1.181 -1.674
H8 -1.802 2.506 -1.662
H9 -2.755 1.668 1.363
H10 -2.089 2.978 0.368
H11 1.455 2.681 2.972
H12 0.429 2.653 4.419
H13 0.802 4.195 3.637
H14 -2.618 3.703 2.475
H15 -1.381 4.981 2.437
H16 -1.752 4.147 3.944
N3 4.139 0.486 -0.270
C9 3.633 -0.623 0.208
N4 2.300 -0.936 0.359
C10 2.173 -2.242 0.916
C11 3.333 -2.850 1.167
S1 4.684 -1.877 0.739
C12 0.854 -2.762 1.139
C13 0.477 -3.947 1.646
S2 -1.232 -4.068 1.700
C14 -1.362 -2.486 1.021
N5 -0.179 -1.927 0.783
N6 -2.539 -1.895 0.778
H17 3.563 1.199 -0.684
H18 5.139 0.590 -0.364
H19 3.478 -3.837 1.578
H20 1.100 -4.761 1.984
H21 -3.412 -2.363 0.955
H22 -2.552 -0.988 0.349
F1 0.532 2.863 -0.920
B1 1.272 1.739 -0.960
F2 2.329 1.821 -1.775

For the LUMO energy (spin up / spin down), the calculation gives -11.362 / -11.425 eV. Its spin multiplicity is 1. Its gap between HOMO and LUMO (spin up / spin down) is 4.99 / 4.90 eV. The calculation puts the HOMO energy (spin up / spin down) at -0.601 / -0.600 Ha. The charge is +3.

Atom charges from the Mulliken analysis, given in e for atoms 1 to 8: atom 1 (Os): 1.851, atom 2 (C): -0.852, atom 3 (N): 0.123, atom 4 (C): -0.916, atom 5 (C): 0.796, atom 6 (O): -1.089, atom 7 (C): -1.318, atom 8 (O): -0.620

Below is a 6-piece molecular cluster, C39H44F15N3O16PS overall at a distorted geometry, with properties calculated with ωB97M-V/def2-TZVPD.

Geometry (Å):
N1 3.517 -3.365 2.646
C1 3.873 -2.504 1.415
C2 3.152 -1.005 1.589
O1 2.356 -1.124 2.856
C3 2.104 -0.716 0.356
N2 1.809 0.747 0.103
C4 0.411 0.918 -0.530
O2 0.085 1.153 -1.808
C5 -0.557 0.797 0.788
C6 -2.107 0.308 0.992
C7 -2.993 -0.206 -0.300
O3 -3.763 0.735 -0.913
O4 -2.939 -1.605 -0.825
C8 -2.679 0.341 2.563
C9 -4.238 -0.199 2.807
C10 -5.071 1.042 3.480
O5 -6.261 1.472 2.729
C11 -1.704 0.862 3.818
P1 -2.331 0.890 5.652
S1 -3.151 2.595 6.105
C12 -0.162 1.376 3.556
C13 0.848 1.953 4.763
C14 0.365 3.312 5.453
C15 1.286 4.004 6.605
C16 2.633 3.120 6.853
C17 2.847 1.758 6.035
N3 2.035 1.086 4.982
C18 0.398 1.309 2.017
C19 1.845 1.670 1.339
O6 2.810 2.537 1.683
H1 3.037 -4.249 2.351
H2 4.390 -3.683 3.132
H3 3.463 -3.102 0.492
H4 5.054 -2.411 1.435
H5 3.987 -0.164 1.666
H6 3.039 -0.935 3.567
H7 2.628 -1.124 -0.635
H8 1.164 -1.390 0.536
H9 -4.784 -0.504 1.818
H10 -4.209 -1.101 3.580
H11 -4.336 1.980 3.512
H12 -5.307 0.787 4.609
H13 -6.559 2.333 3.193
H14 -3.261 -0.216 5.806
H15 -1.204 0.695 6.527
H16 -0.649 3.818 5.136
H17 0.981 5.002 7.135
H18 3.441 3.483 7.631
H19 3.844 1.158 6.312
C20 3.820 -4.383 -4.703
C21 4.896 -5.246 -4.071
O7 5.892 -4.430 -3.436
C22 5.577 -3.956 -2.188
O8 4.515 -4.188 -1.616
C23 6.736 -3.147 -1.610
F1 7.267 -2.269 -2.509
F2 7.766 -3.945 -1.206
F3 6.380 -2.406 -0.523
H20 4.264 -3.655 -5.389
H21 3.104 -4.999 -5.254
H22 3.274 -3.813 -3.945
H23 5.408 -5.822 -4.850
H24 4.474 -5.969 -3.363
C24 1.758 4.620 -0.717
C25 0.691 5.533 -1.292
O9 0.294 6.519 -0.327
C26 1.120 7.607 -0.203
O10 2.150 7.763 -0.855
C27 0.559 8.597 0.816
F4 0.130 7.990 1.960
F5 -0.512 9.284 0.326
F6 1.468 9.536 1.205
H25 1.417 4.174 0.223
H26 2.005 3.821 -1.421
H27 2.674 5.175 -0.491
H28 -0.203 4.946 -1.532
H29 1.022 6.008 -2.223
C28 -4.803 -2.579 -2.493
C29 -6.167 -2.629 -3.158
O11 -6.684 -3.968 -3.153
C30 -7.268 -4.385 -1.984
O12 -7.358 -3.687 -0.977
C31 -7.817 -5.803 -2.131
F7 -6.936 -6.649 -2.740
F8 -8.955 -5.836 -2.882
F9 -8.131 -6.380 -0.937
H30 -4.120 -3.294 -2.963
H31 -4.373 -1.576 -2.565
H32 -4.869 -2.851 -1.435
H33 -6.073 -2.328 -4.207
H34 -6.873 -1.935 -2.686
C32 -9.285 1.346 1.019
C33 -9.317 2.812 0.627
O13 -10.671 3.271 0.497
C34 -11.313 3.597 1.665
O14 -10.797 3.508 2.776
C35 -12.721 4.115 1.380
F10 -13.395 3.344 0.478
F11 -12.708 5.378 0.866
F12 -13.506 4.165 2.493
H35 -9.865 0.746 0.310
H36 -8.257 0.973 1.042
H37 -9.731 1.190 2.007
H38 -8.843 2.939 -0.352
H39 -8.760 3.434 1.337
C36 10.087 -1.321 -4.877
C37 10.684 -2.550 -4.218
O15 10.608 -3.683 -5.097
C38 11.578 -3.762 -6.064
O16 12.472 -2.930 -6.206
C39 11.410 -5.032 -6.894
F13 10.117 -5.249 -7.272
F14 11.798 -6.146 -6.209
F15 12.142 -5.019 -8.044
H40 9.064 -1.522 -5.213
H41 10.071 -0.477 -4.180
H42 10.660 -1.027 -5.762
H43 10.105 -2.804 -3.323
H44 11.716 -2.376 -3.894

For the LUMO energy, the calculation gives 0.900 eV. Its spin multiplicity is 1. Its gap between HOMO and LUMO is 6.44 eV. The calculation puts the HOMO energy at -0.203 Ha. The charge is -1.

Atom charges from the Mulliken analysis, given in e for atoms 1 to 8: atom 1 (N): -0.566, atom 2 (C): -0.070, atom 3 (C): 0.078, atom 4 (O): -0.425, atom 5 (C): -0.578, atom 6 (N): 0.000, atom 7 (C): 0.167, atom 8 (O): -0.585